The following is a quantum chemistry calculation of a molecular structure, C41H42AsCoN4, from the Open Molecules 2025 dataset.

The value obtained for the highest occupied orbital energy (alpha / beta) is -0.480 / -0.480 Ha. For the HOMO-LUMO gap (alpha / beta), the calculation gives 7.333 / 6.060 eV. The calculation puts the relative energy (zero: lowest compared OMol25 entry of this formula, charge and spin) at 0.0 kcal/mol. As for the energy: -147611.4771 eV.

ORCA input file:
```
! RIJCOSX wB97M-V def2-TZVPD def2/J DEFGRID3
* xyz 2 5
Co -0.19 0.63 -0.30
C -2.92 1.80 -0.53
C -2.14 2.61 0.46
C -2.64 3.82 0.92
C -1.89 4.54 1.81
C -0.68 4.03 2.26
C -0.24 2.80 1.81
N -0.97 2.11 0.90
C 1.86 1.19 1.58
C 3.05 0.69 2.36
C 3.17 -0.62 2.70
C 2.23 -1.58 2.29
C 1.17 -1.13 1.48
N 1.00 0.11 1.19
C 0.21 -2.03 0.77
C 0.05 -3.36 1.09
C -0.81 -4.13 0.32
C -1.46 -3.55 -0.75
C -1.26 -2.19 -1.02
C -1.94 -1.54 -2.19
N -0.46 -1.45 -0.25
H -3.20 2.40 -1.40
H -3.83 1.39 -0.08
H -2.35 0.93 -0.90
H -3.59 4.18 0.55
H -2.24 5.50 2.18
H -0.08 4.60 2.96
H 3.81 1.39 2.66
H 4.04 -0.94 3.27
H 2.36 -2.63 2.52
H 0.59 -3.80 1.92
H -0.96 -5.18 0.54
H -2.11 -4.12 -1.39
H -2.20 -2.27 -2.95
H -1.28 -0.80 -2.64
H -2.86 -1.05 -1.88
C -3.21 6.30 -2.30
C -2.09 5.31 -2.35
C -2.15 4.17 -3.15
C -1.10 3.27 -3.23
C -1.27 2.09 -4.17
C 0.06 3.49 -2.47
As 1.44 2.11 -2.63
N 1.49 1.71 -0.74
C 2.25 1.93 0.27
C 3.40 2.83 0.33
C 3.68 3.63 1.37
C 2.98 3.81 2.65
C 1.88 3.22 3.12
C 1.01 2.18 2.45
C 3.17 2.90 -3.05
C 3.39 4.16 -3.63
C 2.30 5.08 -4.13
C 4.70 4.58 -3.82
C 5.79 3.79 -3.51
C 7.20 4.28 -3.73
C 5.55 2.51 -3.03
C 4.27 2.04 -2.80
C 4.12 0.64 -2.27
C 0.15 4.64 -1.67
C 1.38 5.00 -0.88
C -0.92 5.52 -1.62
H -4.14 5.87 -2.68
H -2.98 7.16 -2.92
H -3.38 6.66 -1.29
H -3.04 4.00 -3.75
H -2.23 2.15 -4.67
H -1.22 1.14 -3.65
H -0.50 2.07 -4.94
H 4.00 2.92 -0.56
H 4.54 4.28 1.25
H 3.45 4.53 3.30
H 1.54 3.52 4.11
H 0.62 1.54 3.25
H 1.34 4.60 -4.27
H 2.61 5.48 -5.09
H 2.16 5.93 -3.46
H 4.86 5.56 -4.27
H 7.21 5.23 -4.26
H 7.77 3.56 -4.32
H 7.71 4.41 -2.78
H 6.39 1.85 -2.84
H 4.97 0.03 -2.61
H 3.21 0.15 -2.62
H 4.13 0.61 -1.18
H 2.26 4.49 -1.24
H 1.25 4.75 0.18
H 1.56 6.07 -0.94
H -0.84 6.41 -1.00
*
```

These are the Löwdin partial charges, in e, on atoms 1 to 4: Co 0.7730; C 0.0070; C -0.2781; C 0.0019